# 1
Entry from the OMol25 dataset: C21H45BCuGeN6S2Si3 as an isolated structure (ωB97M-V with the def2-TZVPD basis set).

CARTESIAN COORDINATES (ANGSTROEM)
Cu1 -1.06731 2.66958 -0.33117
C1 -0.48541 3.60185 3.84081
N1 0.62275 3.18345 3.01101
C2 1.68400 2.38933 3.40127
C3 2.51093 2.30011 2.33910
N2 1.96943 3.02503 1.29821
B1 2.73643 3.45655 0.02796
N3 2.57000 2.43991 -1.18724
C4 3.40322 2.65074 -2.25892
C5 3.15252 1.70887 -3.19288
N4 2.14305 0.91847 -2.69522
C6 1.57657 -0.18885 -3.43178
C7 1.80150 1.38750 -1.46914
S1 0.49866 0.82510 -0.44953
C8 0.80665 3.55431 1.72347
S2 -0.32362 4.47610 0.82300
H1 -0.34348 3.20708 4.84335
H2 -1.42657 3.23618 3.43019
H3 -0.53218 4.68849 3.88158
H4 1.75626 1.97965 4.39326
H5 3.45119 1.78863 2.24142
H6 3.90663 3.46018 0.29735
H7 2.33116 4.50997 -0.35986
H8 4.09587 3.47346 -2.25095
H9 3.59090 1.53021 -4.15867
H10 0.99926 0.17660 -4.28062
H11 0.92724 -0.76543 -2.78536
H12 2.37704 -0.82794 -3.80155
C9 -4.01232 4.16191 0.40698
C10 -4.00067 2.84695 -0.28122
N5 -2.94666 2.16527 -0.71335
C11 -3.42831 1.00898 -1.28857
C12 -4.78034 0.98354 -1.19818
N6 -5.12403 2.14908 -0.55933
H13 -3.02728 4.60823 0.36496
H14 -4.28503 4.04543 1.45741
H15 -4.73007 4.83636 -0.06134
H16 -2.75864 0.28391 -1.71965
H17 -5.50867 0.26436 -1.52791
H18 -6.05853 2.44901 -0.34171
C13 -2.97896 -2.73381 -1.15524
Si1 -1.28356 -2.55293 -1.97818
C14 -1.51487 -1.73981 -3.67219
C15 -0.46622 -4.23696 -2.22997
Ge1 0.25436 -1.56776 -0.29765
Si2 2.56236 -2.34374 -0.03406
C16 2.35767 -4.11098 0.59103
C17 3.48475 -1.27891 1.21637
C18 3.55031 -2.30270 -1.64373
Si3 -0.78231 -1.62115 1.90158
C19 -1.34331 -3.39770 2.23520
C20 -2.25353 -0.44131 2.02804
C21 0.47587 -1.10118 3.21083
H19 -3.34278 -3.75643 -1.27199
H20 -3.71712 -2.06258 -1.59718
H21 -2.93292 -2.51794 -0.08858
H22 -2.37901 -2.19553 -4.16033
H23 -0.65102 -1.91122 -4.31557
H24 -1.69989 -0.66559 -3.61252
H25 -0.99795 -4.83276 -2.97460
H26 -0.45757 -4.80150 -1.29439
H27 0.56689 -4.12604 -2.56633
H28 1.86346 -4.13527 1.56443
H29 3.33117 -4.59337 0.70176
H30 1.76604 -4.71514 -0.09988
H31 3.27878 -1.56997 2.24700
H32 3.21595 -0.22756 1.10575
H33 4.56095 -1.36798 1.05348
H34 3.03571 -2.80355 -2.46583
H35 4.50642 -2.80939 -1.49496
H36 3.77118 -1.27440 -1.94023
H37 -2.27445 -3.64105 1.72225
H38 -1.51138 -3.53837 3.30485
H39 -0.59226 -4.12556 1.92033
H40 -3.04775 -0.68420 1.32244
H41 -1.94120 0.58864 1.83433
H42 -2.67145 -0.48468 3.03646
H43 1.17622 -1.90775 3.43639
H44 -0.04030 -0.83997 4.13742
H45 1.04957 -0.23003 2.88637

Net charge: +1
Calculated total energy (hartree): -6562.8822

---

# 2
Entry from the OMol25 dataset: a 5-piece molecular cluster, C21H45F5O13S overall in a non-equilibrium geometry (ωB97M-V with the def2-TZVPD basis set).

CARTESIAN COORDINATES (ANGSTROEM)
O1 6.84046 -5.45132 5.42042
C1 6.85176 -4.66642 4.57541
O2 6.39918 -5.01119 3.29734
C2 5.06858 -4.52334 3.15625
C3 4.89682 -3.63510 1.89159
O3 4.84977 -2.22875 2.21157
S1 3.37582 -1.67701 2.69255
O4 3.64036 -0.92712 3.87334
O5 2.46679 -3.02766 3.22186
C4 1.30724 -3.19642 2.50372
F1 0.48398 -2.19250 2.77722
F2 1.60032 -3.23124 1.20137
C5 0.62326 -4.51449 2.96371
F3 0.73357 -4.60017 4.26184
F4 1.15822 -5.58062 2.42348
F5 -0.64025 -4.46658 2.62480
H1 7.18758 -3.62159 4.69551
H2 4.77780 -3.89537 4.01540
H3 4.31197 -5.31820 3.09442
H4 4.05557 -3.96518 1.26963
H5 5.80681 -3.79089 1.29795
C6 0.62134 -10.68607 -0.79879
O6 0.73043 -11.06116 0.56349
C7 2.07622 -11.27063 0.97098
C8 2.60052 -10.09772 1.77391
O7 2.73965 -8.93508 0.96802
C9 1.69183 -7.99985 1.16954
H6 -0.40561 -10.36959 -0.97811
H7 1.29022 -9.85743 -1.04389
H8 0.84444 -11.54119 -1.44551
H9 2.71969 -11.46728 0.10830
H10 2.08275 -12.16156 1.60687
H11 3.59901 -10.34673 2.14781
H12 1.95746 -9.90046 2.63679
H13 1.80051 -7.52981 2.14273
H14 0.70949 -8.47478 1.09678
H15 1.76743 -7.23568 0.39609
C10 1.94684 1.31587 2.14618
O8 2.76952 1.52342 1.00941
C11 2.10969 2.24395 -0.02497
C12 2.55719 3.68980 -0.06350
O9 2.11684 4.40255 1.08546
C13 3.14838 4.59942 2.03718
H16 2.57135 0.93153 2.94730
H17 1.48135 2.24485 2.48410
H18 1.16962 0.57771 1.91584
H19 1.02326 2.17742 0.08334
H20 2.38377 1.76739 -0.97201
H21 2.09975 4.17295 -0.93255
H22 3.64414 3.75663 -0.17229
H23 3.86720 5.33874 1.66792
H24 3.66792 3.66601 2.26831
H25 2.69388 4.98044 2.95109
C14 -3.39463 4.30940 -2.98196
O10 -2.50117 4.81390 -3.96118
C15 -1.42529 5.55080 -3.39620
C16 -0.14771 4.73705 -3.37592
O11 -0.23816 3.64856 -2.46525
C17 -0.46129 2.40994 -3.11830
H26 -4.07516 3.61327 -3.47135
H27 -2.86525 3.77773 -2.18763
H28 -3.97925 5.12917 -2.55046
H29 -1.67667 5.90097 -2.39056
H30 -1.27104 6.42932 -4.03082
H31 0.66970 5.37710 -3.02669
H32 0.10572 4.38600 -4.38052
H33 0.44464 2.09210 -3.64556
H34 -1.29418 2.46989 -3.82303
H35 -0.70126 1.66756 -2.35752
C18 -9.21058 8.68803 -2.75036
O12 -7.88868 9.18087 -2.88674
C19 -7.06307 8.85737 -1.77601
C20 -6.12955 7.70773 -2.09621
O13 -6.84228 6.48962 -2.26721
C21 -6.99287 6.12978 -3.63056
H36 -9.71590 8.81487 -3.70712
H37 -9.22062 7.62739 -2.48784
H38 -9.75053 9.25977 -1.98823
H39 -7.66740 8.63026 -0.89273
H40 -6.46241 9.74536 -1.55472
H41 -5.44942 7.56229 -1.25007
H42 -5.52468 7.93396 -2.97952
H43 -6.03134 5.80275 -4.04053
H44 -7.38339 6.95822 -4.22670
H45 -7.69661 5.29995 -3.68643

Net charge: 0
Calculated total energy (hartree): -2702.5435

---

# 3
Entry from the OMol25 dataset: a 4-piece molecular cluster, C21H45FN4O8P3 overall in a non-equilibrium geometry (ωB97M-V with the def2-TZVPD basis set).

CARTESIAN COORDINATES (ANGSTROEM)
C1 -4.16442 1.67181 -1.56878
C2 -4.17691 0.90048 -3.05274
C3 -2.60947 0.64146 -3.57573
F1 -2.49497 -0.47065 -4.54768
C4 -1.56977 0.56485 -2.30801
C5 -0.56781 1.85532 -2.17206
O1 -0.41316 3.08733 -2.96103
C6 0.34528 2.77049 -4.18113
C7 -0.19151 3.74417 -5.41695
C8 0.41404 3.05096 -6.80811
O2 -1.67304 3.81798 -5.49723
N1 0.17245 1.45361 -0.91548
P1 1.35890 2.68308 -0.40582
N2 2.68663 2.10001 0.31276
C9 -0.25248 0.12802 -0.32336
P2 0.43893 -0.65941 1.27318
N3 -0.55245 -1.72871 1.98936
N4 -1.37140 -0.45887 -1.20945
P3 -2.30463 -1.96638 -1.02065
O3 -3.40351 -1.76812 0.13689
O4 -3.18244 -2.47453 -2.43745
O5 -1.32227 -3.35287 -0.52162
H1 -3.37810 2.54583 -1.53759
H2 -5.20863 2.13264 -1.29900
H3 -3.91514 0.88272 -0.71321
H4 -4.79423 -0.09758 -2.97782
H5 -4.67929 1.69022 -3.78968
H6 -2.33103 1.63873 -4.16947
H7 0.14410 1.66617 -4.52486
H8 1.50948 2.98289 -4.09431
H9 0.29044 4.82518 -5.33929
H10 0.40129 1.86995 -6.76935
H11 -0.24718 3.46999 -7.68707
H12 1.54058 3.39945 -6.93761
H13 -1.98240 4.70399 -5.11374
H14 1.82150 3.37197 -1.61644
H15 0.63406 3.65704 0.40128
H16 2.57966 1.06380 0.37349
H17 0.67695 0.39974 2.24054
H18 1.64445 -1.39334 0.92146
H19 -0.74841 -1.40121 2.96834
H20 -2.57301 -2.89970 -3.12855
H21 -0.43714 -3.34419 -0.99175
C10 -1.57811 -6.27545 1.52660
C11 -1.67934 -7.41606 2.50614
C12 -0.82544 -8.47690 1.84650
O6 0.19146 -7.79018 1.10391
C13 -0.14930 -6.39822 1.04422
H22 -1.79751 -5.29870 1.96512
H23 -2.26988 -6.44047 0.69199
H24 -1.23567 -7.12208 3.46468
H25 -2.70428 -7.74746 2.69103
H26 -1.40997 -9.07440 1.13892
H27 -0.36011 -9.15102 2.57141
H28 0.53930 -5.85736 1.70250
H29 -0.01773 -6.02979 0.02312
C14 3.33744 -2.51900 3.60024
C15 3.90063 -3.91415 3.68448
C16 4.48284 -4.10487 2.30089
O7 4.89373 -2.81023 1.84023
C17 4.35481 -1.81911 2.72596
H30 3.20829 -2.03767 4.57293
H31 2.36391 -2.54155 3.09619
H32 4.70017 -3.94660 4.43398
H33 3.15823 -4.67333 3.94334
H34 3.73031 -4.48495 1.60190
H35 5.33875 -4.78594 2.29648
H36 5.18202 -1.41921 3.32248
H37 3.91777 -1.00300 2.14402
C18 1.34730 6.89852 3.13438
C19 0.02130 6.83295 3.84723
C20 -0.95886 6.84098 2.69447
O8 -0.30525 6.20398 1.58805
C21 1.08656 6.05912 1.90284
H38 2.18581 6.53079 3.73117
H39 1.56112 7.93370 2.84277
H40 -0.05730 5.88812 4.39787
H41 -0.14088 7.65335 4.55089
H42 -1.20807 7.86353 2.39172
H43 -1.88633 6.31070 2.92912
H44 1.27590 4.99809 2.09879
H45 1.69246 6.36952 1.04713

Net charge: +1
Calculated total energy (hartree): -2771.3653